(w)
Computed, not measured: an isolated molecule of C3H7N3S, with ωB97M-V/def2-TZVPD.

Bonds (Å) are listed after each position.
Positions of all 14 atoms, in Å:
1 S 2.4607 -2.2996 -1.7825  N2 1.718
2 N 0.9859 -1.6370 -1.2005  S1 1.718, N3 1.251, C6 1.564
3 N 0.7063 -0.9313 -0.2062  N2 1.251, C7 1.224
4 N 0.3952 0.4820 1.6515  C5 1.454, C7 1.281, H12 0.983
5 C 0.4086 1.8515 1.1629  N4 1.454, H10 1.112, H11 1.057, H14 1.122
6 C -0.2164 -1.8444 -2.1796  N2 1.564, H8 1.049, H9 1.094, H13 1.112
7 C 0.4701 -0.5829 0.9428  N3 1.224, N4 1.281
8 H -0.9705 -2.1627 -1.5241  C6 1.049
9 H -0.0611 -2.6637 -2.8877  C6 1.094
10 H 1.0267 1.8843 0.2394  C5 1.112
11 H -0.5625 2.2625 1.0861  C5 1.057
12 H 0.3481 0.4620 2.6328  N4 0.983
13 H -0.3345 -0.8660 -2.6950  C6 1.112
14 H 1.1103 2.3662 1.8708  C5 1.122

Summary:
E_HOMO (spin up / spin down) (eV): -6.913 / -6.915
LUMO level (spin up / spin down) (eV): 0.18 / 0.18
Net charge: 0
Kohn-Sham gap (spin up / spin down) (eV): 7.09 / 7.10

(x)
Computed, not measured: an isolated molecule of C3H7N3S, with ωB97M-V/def2-TZVPD.

Bonds (Å) are listed after each position.
Positions of all 14 atoms, in Å:
1 S -2.5691 0.1994 -0.4974  N3 1.839, H8 1.624
2 N 1.0528 -0.8392 0.5935  C5 1.562, C7 1.449, H12 1.119
3 N -0.7583 -0.0790 -0.3364  S1 1.839, C6 1.576, C7 1.387
4 N -0.8180 -1.2311 1.9911  C7 1.344, H11 1.129
5 C 1.4565 0.5511 0.0069  N2 1.562, C6 1.513, H10 1.039, H13 1.125
6 C 0.3990 0.7063 -1.0634  N3 1.576, C5 1.513, H9 1.157, H14 1.086
7 C -0.3733 -0.7335 0.8246  N2 1.449, N3 1.387, N4 1.344
8 H -2.5159 -0.4301 -1.9937  S1 1.624
9 H 0.6868 0.4205 -2.1472  C6 1.157
10 H 2.3974 0.5416 -0.4346  C5 1.039
11 H -1.9031 -1.5367 1.9258  N4 1.129
12 H 1.6242 -0.7483 1.5513  N2 1.119
13 H 1.2145 1.4271 0.6693  C5 1.125
14 H 0.1065 1.7518 -1.0897  C6 1.086

Summary:
E_HOMO (eV): -8.757
LUMO level (eV): 0.18
Net charge: 0
Kohn-Sham gap (eV): 8.94

(y)
Computed, not measured: a cluster of 2 separate species, C3H7N3S in total, with ωB97M-V/def2-TZVPD.

Bonds (Å) are listed after each position.
Positions of all 14 atoms, in Å:
1 S 1.8979 1.0076 0.5398  N2 1.729, C5 1.814
2 N 0.6934 0.4728 -0.5798  S1 1.729, C7 1.279
3 N -2.0475 -1.1389 -0.0967  N4 1.133, C6 1.261
4 N -1.4776 -2.0980 0.1025  N3 1.133
5 C 1.9044 -0.4016 1.6812  S1 1.814, H8 1.153, H9 1.163, H10 1.077
6 C -2.5449 -0.0090 -0.3553  N3 1.261, H11 1.105, H12 1.141
7 C 0.5692 0.9555 -1.7572  N2 1.279, H13 1.086, H14 1.105
8 H 1.1556 -1.1286 1.1904  C5 1.153
9 H 2.9589 -0.8902 1.7182  C5 1.163
10 H 1.6104 -0.1312 2.6812  C5 1.077
11 H -1.8304 0.8088 -0.5615  C6 1.105
12 H -3.5893 0.2941 -0.0093  C6 1.141
13 H 1.0167 1.7658 -2.3259  C7 1.086
14 H -0.3167 0.4928 -2.2274  C7 1.105

Summary:
E_HOMO (eV): -8.505
LUMO level (eV): 0.84
Net charge: 0
Kohn-Sham gap (eV): 9.35

(x) ends up most stable, edging out the next structure by 28.4 kJ/mol.